Entry 1:
Entry from the Open Molecules 2025 dataset: a 3-piece molecular cluster, C37H41B2N4O16PS overall in a non-equilibrium geometry (wB97M-V/def2-TZVPD).

```
102
C37H41B2N4O16PS | the Open Molecules 2025 dataset | wB97M-V/def2-TZVPD
S -6.632 2.790 -2.299
P -5.529 -3.254 -3.342
O -0.473 1.600 -3.819
O -6.078 4.216 -2.534
O 2.570 -5.268 2.002
O -7.963 2.711 -3.145
O 6.249 4.004 3.055
O -0.330 5.766 0.693
O 1.039 4.367 -0.298
O -7.987 -0.850 -1.288
O 7.619 2.605 2.065
O -8.400 -0.935 -3.881
O 3.698 -1.174 2.752
O 4.614 0.864 3.787
O 1.582 0.994 -1.296
O -2.275 -3.346 -4.448
O -1.136 -5.834 -0.941
O -5.233 -3.867 -4.950
N 7.206 3.216 3.061
N 1.949 -4.471 -0.240
N -3.192 3.791 -3.974
N 0.627 4.978 0.699
C 9.684 1.954 5.590
C 3.149 -1.325 0.217
C 1.322 4.758 1.973
C -3.244 -1.181 -3.278
C -5.430 1.398 -2.662
C -4.857 -1.436 -3.154
C 4.638 -0.005 2.748
C -3.059 3.119 -2.591
C 7.456 3.649 5.492
C 1.555 5.214 4.334
C 9.247 2.610 6.742
C -1.065 0.577 -3.171
C 9.012 2.142 4.381
C -9.371 -2.020 -3.530
C 0.876 5.411 3.130
C -3.777 1.622 -2.792
C -5.917 -0.190 -2.846
C 8.134 3.452 6.696
C 2.433 3.904 2.019
C 1.868 -1.699 -0.740
C -2.724 0.382 -3.086
C -0.203 -0.645 -2.421
C -0.733 -2.221 -2.597
C 2.688 -0.783 1.723
C -0.221 -5.714 -3.571
C -2.108 -2.379 -3.538
C -4.557 -4.294 -2.019
C 2.668 4.373 4.380
C 0.018 -3.486 -1.869
C 1.356 -3.248 -0.904
C 1.734 -4.491 1.258
C 1.118 -0.400 -1.481
C 7.901 2.995 4.335
C -6.986 2.686 -0.424
C 3.388 -4.720 -0.634
C 3.105 3.717 3.228
C 0.556 -3.707 2.088
B -0.509 -5.069 -2.050
B -7.518 -0.667 -2.704
H 3.972 3.061 3.272
H 3.612 -5.879 -0.752
H -9.663 -2.579 -4.529
H 3.199 4.228 5.319
H -6.937 1.575 -0.030
H 2.673 0.408 1.735
H 0.079 -2.794 1.534
H -1.208 -6.242 -3.914
H 3.976 -2.151 0.284
H -10.333 -1.511 -3.101
H -8.927 -2.822 -2.803
H 4.173 -4.321 0.172
H 2.786 3.386 1.130
H -5.245 -5.035 -1.422
H -4.096 -3.540 -1.248
H -2.515 3.284 -4.613
H 1.219 5.720 5.237
H -3.629 3.757 -1.759
H 6.592 4.311 5.472
H 9.365 1.623 3.492
H 3.706 -4.181 -1.651
H -0.344 -4.409 2.429
H 0.743 1.515 -1.038
H -1.948 3.047 -2.225
H 10.551 1.299 5.634
H 0.013 6.073 3.109
H -6.053 3.235 0.077
H 1.077 -3.260 3.063
H -7.952 3.267 -0.111
H 0.067 -4.861 -4.351
H -1.786 -6.455 -1.389
H 1.594 -1.119 2.007
H 0.701 -6.465 -3.479
H -7.158 -0.943 -0.714
H -5.940 -4.587 -5.076
H -3.692 -4.867 -2.595
H 5.371 0.224 1.864
H 9.778 2.466 7.682
H -2.846 4.775 -3.945
H 7.798 3.957 7.599
H 3.675 -0.382 -0.293
```

Computed properties:
HOMO-LUMO gap (eV): 6.6
Electronic energy (eV): -99200.9932
Maximum force (eV/A): 9.15
Net charge: 0
HOMO energy (eV): -8.8

---

Entry 2:
Entry from the Open Molecules 2025 dataset: a 3-piece molecular cluster, C3H12O2S overall in a non-equilibrium geometry (wB97M-V/def2-TZVPD).

```
18
C3H12O2S | the Open Molecules 2025 dataset | wB97M-V/def2-TZVPD
S -0.581 1.770 -0.900
O 1.393 -1.005 2.706
O -1.265 -1.993 -0.756
C 1.723 0.948 0.214
C -2.077 0.935 -0.423
C 0.743 0.566 -0.915
H 1.215 0.609 -1.900
H 1.472 -1.953 2.595
H 0.294 -0.418 -0.812
H 1.321 -0.499 1.893
H 1.220 1.331 1.083
H -1.616 -2.878 -0.566
H -2.490 1.577 0.362
H 2.507 0.227 0.438
H -1.763 0.017 0.057
H 2.290 1.787 -0.197
H -1.567 -1.863 -1.665
H -2.819 0.843 -1.216
```

Computed properties:
HOMO-LUMO gap (spin up / spin down) (eV): 11.3 / 6.2
Electronic energy (eV): -18226.9981
Maximum force (eV/A): 1.88
Net charge: +1
HOMO energy (spin up / spin down) (eV): -14.4 / -14.4
Multiplicity: 2

---

Entry 3:
Entry from the Open Molecules 2025 dataset: one molecule with the formula C8H14Cl2O2S in a non-equilibrium geometry (wB97M-V/def2-TZVPD).

```
27
C8H14Cl2O2S | the Open Molecules 2025 dataset | wB97M-V/def2-TZVPD
Cl 0.387 -2.710 1.483
Cl -2.525 -3.421 1.987
S -1.164 -4.233 -0.661
O 0.115 -4.678 -1.174
O -2.238 -5.116 -0.890
C -0.531 -1.464 -1.128
C 1.483 2.704 0.999
C 0.563 0.511 -0.059
C -1.547 -2.492 -0.670
C 1.538 4.131 0.528
C -1.169 -3.218 0.914
C -0.731 -0.042 -0.554
C 0.404 1.992 0.136
H 0.947 -0.056 0.893
H 1.096 2.646 2.125
H -2.528 -2.223 -0.711
H -1.571 -0.057 0.301
H 2.548 4.372 0.818
H 0.556 2.531 -0.882
H -0.541 -1.565 -2.303
H -0.633 2.274 0.408
H 1.417 4.087 -0.514
H 2.422 2.231 0.836
H 1.508 0.309 -0.678
H 0.567 -1.782 -0.980
H -1.165 0.583 -1.299
H 0.792 4.685 1.072
```

Computed properties:
HOMO-LUMO gap (eV): 10.5
Electronic energy (eV): -48494.1348
Maximum force (eV/A): 4.97
Net charge: 0
HOMO energy (eV): -10.0

---

Entry 4:
Entry from the Open Molecules 2025 dataset: C44H41MoO6SSe4 as an isolated structure (wB97M-V/def2-TZVPD).

```
97
C44H41MoO6SSe4 | the Open Molecules 2025 dataset | wB97M-V/def2-TZVPD
Mo -0.567 0.654 -1.727
Se -0.501 -0.865 -3.821
Se -2.518 2.304 -1.612
Se -3.546 1.086 -3.309
Se -1.719 0.851 -4.764
S 2.463 -0.791 -2.683
O 0.096 1.035 -0.079
O -3.004 -0.852 2.299
O -1.670 -0.598 -1.045
O 0.322 1.988 -2.582
O 1.466 -0.408 -1.581
O -0.956 -0.319 3.120
C -6.435 -0.781 -1.805
C 3.153 0.750 -3.241
C -0.533 -4.450 -0.134
C -1.481 -5.355 0.319
C -6.097 -0.002 -0.710
C -1.695 4.722 2.729
C -2.521 -1.189 -0.060
C -2.757 -4.911 0.635
C 4.171 3.125 -4.175
C 1.439 0.911 1.866
C -0.847 3.352 0.946
C -2.828 -0.154 4.583
C -0.628 2.297 1.825
C -4.285 -1.844 -1.700
C 3.856 -1.462 -1.805
C 3.612 1.962 1.933
C -3.937 -1.058 -0.603
C -1.385 4.553 1.391
C 2.297 1.949 1.503
C -0.001 0.983 1.354
C -4.852 -0.141 -0.106
C 3.676 2.192 -5.073
C -0.858 -3.106 -0.267
C -3.078 -3.569 0.517
C -2.271 -0.332 1.215
C 0.441 3.211 -3.261
C 3.954 -1.382 -0.427
C -2.182 -0.947 3.470
C -2.128 -2.653 0.077
C 4.148 2.871 -2.805
C -0.817 -0.280 1.717
C 3.641 1.677 -2.328
C 5.070 -1.943 0.181
C 6.054 -2.557 -0.580
C 5.934 -2.629 -1.962
C -0.892 2.495 3.180
C -5.525 -1.709 -2.298
C 4.822 -2.087 -2.583
C 1.922 -0.118 2.663
C -1.923 -2.390 3.851
C 3.240 -0.093 3.111
C 4.085 0.942 2.751
C 3.152 0.993 -4.605
C -1.433 3.692 3.622
H 3.176 -0.903 0.154
H -4.076 -3.227 0.759
H 3.695 2.395 -6.136
H 4.540 3.606 -2.113
H -7.406 -0.672 -2.270
H 2.748 0.256 -5.289
H -4.618 0.468 0.756
H -3.507 -5.613 0.978
H -1.341 -2.891 3.080
H -0.664 1.716 3.891
H 0.459 -4.790 -0.401
H -6.804 0.715 -0.315
H -2.165 -0.118 5.446
H -3.763 -0.628 4.879
H -2.867 -2.920 3.977
H -2.610 0.684 0.986
H -0.112 -2.418 -0.644
H -3.035 0.859 4.240
H 4.264 2.779 1.651
H -5.783 -2.324 -3.150
H 3.617 1.461 -1.266
H -2.117 5.655 3.079
H 4.708 -2.149 -3.659
H -1.550 5.358 0.686
H -1.639 3.823 4.677
H -0.558 3.265 -0.092
H -1.370 -2.424 4.790
H 5.166 -1.897 1.256
H 5.106 0.963 3.109
H 1.278 -0.925 2.978
H -3.573 -2.559 -2.093
H 1.922 2.760 0.891
H -0.549 3.664 -3.350
H -0.246 -1.140 1.351
H 3.597 -0.889 3.753
H 6.918 -2.990 -0.093
H 4.581 4.057 -4.540
H -1.232 -6.404 0.411
H 6.697 -3.117 -2.552
H 1.106 3.865 -2.697
H 0.860 3.028 -4.250
```

Computed properties:
HOMO-LUMO gap (spin up / spin down) (eV): 6.0 / 6.0
Electronic energy (eV): -332650.4217
Maximum force (eV/A): 0.56
Net charge: +1
HOMO energy (spin up / spin down) (eV): -10.6 / -10.6

---

Entry 5:
Entry from the Open Molecules 2025 dataset: C26H50NP3SeTi as an isolated structure in a non-equilibrium geometry (wB97M-V/def2-TZVPD).

```
82
C26H50NP3SeTi | the Open Molecules 2025 dataset | wB97M-V/def2-TZVPD
Se 0.334 3.243 -3.590
Ti 0.131 -0.132 0.095
P 0.343 2.076 1.373
P -2.200 0.658 -0.315
P 2.654 -0.040 -0.023
N -2.179 -1.110 4.270
C 0.672 1.978 -4.982
C 1.461 -3.147 2.396
C -0.861 -0.441 3.808
C -3.254 0.296 1.156
C 1.411 1.701 -7.292
C 3.642 1.401 -0.597
C -2.746 2.333 -0.831
C 1.037 -3.234 1.089
C -0.120 -1.385 2.892
C 3.606 -0.500 1.478
C -2.900 -0.386 -1.636
C 1.549 1.914 2.756
C -1.861 -2.371 4.992
C 1.023 0.349 -7.250
C -0.532 -1.448 1.557
C -0.220 -3.361 -2.851
C 0.948 -2.206 3.307
C -3.069 -0.200 5.030
C 1.263 2.498 -6.156
C 0.518 -0.208 -6.053
C 3.015 -1.330 -1.245
C -0.661 -3.810 -4.046
C 1.032 3.493 0.417
C 0.352 0.600 -4.913
C -1.039 2.873 2.295
C -0.048 -2.418 0.653
H -0.616 -2.708 -0.240
H -3.535 1.218 1.691
H -0.558 -4.854 -4.456
H -1.272 -2.121 5.883
H 0.342 3.791 -0.387
H 1.131 -0.235 -8.164
H 1.458 0.917 3.215
H 4.548 -0.976 1.159
H 1.815 2.143 -8.210
H 3.031 1.990 -1.298
H 3.849 0.406 2.057
H 1.570 3.554 -6.174
H -0.469 2.273 -2.831
H -2.675 -0.362 1.828
H -2.203 -0.390 -2.488
H 0.257 -1.264 -6.038
H -1.203 2.405 3.278
H -2.173 2.661 -1.706
H -1.192 0.479 3.309
H -2.653 -1.381 3.396
H 1.359 2.665 3.541
H 1.351 -2.139 4.331
H 0.310 -4.018 -2.144
H 1.214 4.367 1.065
H -2.569 0.089 5.954
H 1.448 -3.986 0.397
H -3.045 -1.419 -1.288
H -0.795 3.932 2.475
H 2.585 2.051 2.414
H -1.161 -3.082 -4.703
H -3.868 0.020 -1.973
H 2.954 -2.335 -0.810
H 4.548 1.062 -1.128
H -2.593 3.080 -0.047
H -0.030 0.139 -4.000
H -4.005 -0.718 5.248
H 1.987 3.214 -0.052
H -4.167 -0.238 0.846
H -0.346 -0.152 4.733
H -0.387 -2.318 -2.551
H -3.814 2.350 -1.096
H 4.030 -1.164 -1.627
H -1.978 2.830 1.729
H -3.270 0.680 4.418
H 2.255 -3.812 2.743
H -2.791 -2.869 5.286
H 2.303 -1.268 -2.081
H -1.288 -3.040 4.345
H 3.960 2.043 0.243
H 3.048 -1.200 2.119
```

Computed properties:
HOMO-LUMO gap (spin up / spin down) (eV): 2.9 / 2.9
Electronic energy (eV): -145547.7620
Maximum force (eV/A): 2.21
Net charge: +4
HOMO energy (spin up / spin down) (eV): -16.9 / -16.9

---

Entry 6:
Entry from the Open Molecules 2025 dataset: a 2-piece molecular cluster, C2H6O2S2 overall in a non-equilibrium geometry (wB97M-V/def2-TZVPD).

```
12
C2H6O2S2 | the Open Molecules 2025 dataset | wB97M-V/def2-TZVPD
S 0.999 0.234 -1.893
S 1.940 -1.359 0.489
O 0.793 1.013 0.627
O 2.049 1.835 0.870
C 0.938 -0.018 -0.150
C -1.266 -0.558 0.323
H 1.567 -2.215 -0.424
H 2.029 1.185 -2.248
H -1.349 0.040 1.255
H 1.720 2.579 1.444
H -1.100 -1.646 0.231
H -1.735 0.063 -0.463
```

Computed properties:
HOMO-LUMO gap (spin up / spin down) (eV): 7.9 / 7.9
Electronic energy (eV): -27930.2613
Maximum force (eV/A): 3.59
Net charge: 0
HOMO energy (spin up / spin down) (eV): -8.4 / -8.4

---

Entry 7:
Entry from the Open Molecules 2025 dataset: a 2-piece molecular cluster, C18H31N3O4 overall in a non-equilibrium geometry (wB97M-V/def2-TZVPD).

```
56
C18H31N3O4 | the Open Molecules 2025 dataset | wB97M-V/def2-TZVPD
O -1.242 0.282 1.640
O -0.222 -0.732 3.412
O 3.589 1.200 1.631
O 3.069 1.194 -0.584
N 1.123 0.302 1.988
N -1.486 -0.169 -1.500
N 1.366 0.787 0.831
C -1.294 1.129 -1.193
C -1.303 -1.924 5.157
C -2.145 -2.180 2.813
C -2.834 -0.717 -1.424
C -0.285 3.277 -1.015
C -0.229 -0.017 2.261
C -2.452 2.041 -0.831
C 2.785 1.063 0.733
C 5.396 0.341 -0.463
C 4.575 1.829 -2.307
C -1.544 -1.249 3.820
C -1.824 3.447 -0.794
C -1.880 -3.045 -1.702
C -0.522 -2.440 -2.024
C -2.989 -2.078 -2.093
C -0.104 1.813 -1.152
C 4.494 1.476 -0.839
C -0.318 -1.032 -1.461
H -1.999 -3.978 -2.263
H 0.031 3.818 -1.919
H -1.947 -3.287 -0.633
H -3.292 1.984 -1.537
H 4.755 2.353 -0.229
H 0.298 3.682 -0.179
H 0.873 1.373 -1.340
H -3.075 -2.607 3.203
H -0.394 -2.382 -3.111
H 4.246 0.987 -2.929
H 3.950 2.695 -2.542
H 0.058 -1.088 -0.421
H 5.603 2.077 -2.589
H -0.904 -1.222 5.896
H -1.452 -3.006 2.594
H -2.198 -0.373 3.951
H 5.083 -0.589 -0.955
H -2.234 -2.340 5.556
H -3.527 -0.023 -1.923
H -2.987 -1.936 -3.182
H -0.584 -2.746 5.042
H -2.253 4.062 -1.590
H -2.832 1.765 0.166
H -3.151 -0.773 -0.364
H 0.286 -3.069 -1.639
H -2.384 -1.640 1.892
H -3.971 -2.481 -1.824
H 6.420 0.565 -0.779
H -2.030 3.937 0.161
H 0.491 -0.561 -2.038
H 5.398 0.205 0.621
```

Computed properties:
HOMO-LUMO gap (eV): 4.9
Electronic energy (eV): -31827.2484
Maximum force (eV/A): 4.05
Net charge: 0
HOMO energy (eV): -6.4

---

Entry 8:
Entry from the Open Molecules 2025 dataset: a 2-piece molecular cluster, C2H7P overall in a non-equilibrium geometry (wB97M-V/def2-TZVPD).

```
10
C2H7P | the Open Molecules 2025 dataset | wB97M-V/def2-TZVPD
P 0.187 0.154 2.172
C -0.194 0.208 -1.835
C 0.031 -1.431 1.695
H -0.509 0.010 -2.879
H 0.887 1.429 2.113
H 0.822 -2.045 1.266
H 0.303 1.240 -1.763
H -0.935 0.203 -1.140
H -1.133 0.713 1.816
H 0.542 -0.480 -1.444
```

Computed properties:
HOMO-LUMO gap (eV): 8.5
Electronic energy (eV): -11471.4234
Maximum force (eV/A): 3.83
Net charge: 0
HOMO energy (eV): -9.0

---

- Which of these has the lowest maximum force?
  C44H41MoO6SSe4